# 1
Density functional theory data (ωB97M-V/def2-TZVPD) for a molecular structure, C23H17BN13O5SeTl.

Last column: Löwdin spin population.
Atoms and positions in Å:
Tl  -1.24  -0.47  -0.05  0.398
O  -1.82  1.04  4.51  0.002
C  -1.85  0.41  3.34  0.003
O  -2.04  0.95  2.28  0.034
C  -1.64  -1.07  3.48  0.004
C  -1.46  -1.69  4.71  0.002
C  -1.36  -3.07  4.73  -0.002
C  -1.46  -3.78  3.54  0.002
C  -1.61  -3.07  2.35  0.004
N  -1.68  -1.74  2.33  0.063
C  -1.70  -3.73  0.99  0.008
O  -1.73  -5.05  0.93  0.002
O  -1.75  -3.10  -0.03  0.081
H  -1.96  1.99  4.36  0.000
H  -1.42  -1.11  5.61  0.000
H  -1.23  -3.60  5.66  0.000
H  -1.40  -4.86  3.57  0.000
H  -1.72  -5.48  1.81  0.000
C  2.70  -1.58  1.91  0.001
C  1.46  -1.99  1.44  0.002
N  1.04  -1.21  0.45  0.033
N  2.00  -0.28  0.26  0.003
C  3.01  -0.48  1.12  0.002
B  1.94  0.75  -0.90  0.001
N  0.92  1.86  -0.54  0.006
C  0.96  3.16  -0.85  0.017
C  -0.15  3.78  -0.31  0.003
C  -0.84  2.76  0.34  0.016
N  -0.17  1.60  0.21  0.105
N  1.38  0.00  -2.14  0.007
C  1.93  -0.60  -3.21  0.008
C  0.93  -1.18  -3.96  0.001
C  -0.23  -0.90  -3.26  0.010
N  0.04  -0.19  -2.17  0.095
N  3.30  1.41  -1.07  0.000
C  4.34  1.25  -1.92  0.000
C  5.38  2.03  -1.49  0.000
C  4.89  2.64  -0.32  0.000
N  3.65  2.27  -0.07  0.000
H  3.30  -2.02  2.68  0.000
H  0.88  -2.83  1.76  0.000
H  3.87  0.16  1.12  0.000
H  1.77  3.56  -1.43  0.001
H  -0.42  4.82  -0.37  0.000
H  -1.76  2.79  0.89  0.000
H  2.98  -0.58  -3.39  0.001
H  1.04  -1.71  -4.88  0.000
H  -1.25  -1.16  -3.50  0.000
H  4.31  0.61  -2.78  0.000
H  6.35  2.14  -1.94  0.000
H  5.38  3.34  0.33  0.000
O  -3.94  0.62  -2.13  0.019
N  -2.95  1.02  -2.99  0.004
C  -2.64  2.26  -2.84  0.000
C  -1.59  2.77  -3.68  0.000
N  -0.75  3.19  -4.34  0.000
C  -3.26  3.12  -1.87  0.000
N  -3.74  3.78  -1.07  0.000
Se  -4.07  -1.22  -2.25  0.052
C  -5.89  -1.17  -2.44  0.006
N  -7.04  -1.17  -2.55  0.004

Calculated values
**LUMO energy (spin up / spin down)**: -3.96 / -5.70 eV
**Charge**: +1
**E_tot**: -4573.208246 Ha
**Energy relative to the best compared isomer or geometry (same formula, charge and spin)**: 1.720 eV
**2S+1**: 2



# 2
Density functional theory data (ωB97M-V/def2-TZVPD) for a single C9H11NOS molecule at a distorted geometry.

Last column: Mulliken charge in e.
Atoms and positions in Å:
C  2.92  -0.16  0.97  -0.652
C  2.47  1.16  0.38  0.569
C  0.82  0.03  -1.17  -1.062
C  -0.63  -0.04  -0.66  0.692
C  -1.43  -0.94  -1.35  -0.695
C  -2.73  -1.16  -0.88  -0.419
C  -3.24  -0.46  0.18  -0.516
C  -2.45  0.54  0.79  -0.697
C  -1.12  0.66  0.40  0.065
H  0.55  -0.89  1.34  0.129
H  3.84  0.05  1.57  0.337
H  3.30  -1.04  0.32  0.319
H  1.30  2.14  -0.93  0.238
H  0.80  0.07  -2.27  0.397
H  1.36  -0.84  -0.78  0.317
H  -0.99  -1.59  -2.10  0.360
H  -3.25  -1.97  -1.36  0.357
H  -4.23  -0.59  0.53  0.416
H  -2.88  1.03  1.69  0.312
H  -0.48  1.30  0.99  0.410
N  1.52  1.20  -0.64  -0.076
O  2.95  2.18  0.81  -0.631
S  1.61  -0.69  2.17  -0.171

Calculated values
**LUMO energy**: 0.69 eV
**E_tot**: -877.725101 Ha
**Energy relative to the best compared isomer or geometry (same formula, charge and spin)**: 0.338 eV
**SMILES**: O=C(CS)NCc1ccccc1



# 3
Density functional theory data (ωB97M-V/def2-TZVPD) for a single C4H6INO2 molecule at a distorted geometry.

Last column: Mulliken charge in e.
Atoms and positions in Å:
C  0.92  0.98  0.82  0.422
C  0.51  -1.21  -0.09  -0.607
C  -0.68  -1.18  0.67  -0.446
C  -0.07  0.19  -0.07  0.423
N  -0.72  0.96  -1.01  -0.601
O  1.22  0.57  1.91  -0.575
O  1.29  2.12  0.26  -0.504
I  -2.49  -1.98  -0.19  -0.009
H  1.38  -1.39  0.50  0.255
H  0.70  -1.83  -0.99  0.280
H  -0.82  -1.28  1.71  0.481
H  1.06  2.30  -0.66  0.367
H  -1.71  1.09  -0.87  0.266
H  -0.60  0.66  -1.99  0.248

Calculated values
**LUMO energy**: 0.36 eV
**E_tot**: -658.902099 Ha
**Energy relative to the best compared isomer or geometry (same formula, charge and spin)**: 0.974 eV
**SMILES**: N[C@]1(C(=O)O)C[C@@H]1I



# 4
Density functional theory data (ωB97M-V/def2-TZVPD) for 2 unconnected molecules or ions with the total composition C6H11NO4S at a distorted geometry.

Last column: Mulliken charge in e.
Atoms and positions in Å:
C  -1.89  -1.55  0.53  -0.712
C  -0.48  -1.09  0.99  -0.531
C  -2.48  -0.45  -0.28  -0.734
C  0.31  -0.62  -0.23  -0.264
C  2.43  1.29  -0.98  -1.537
C  1.42  1.18  0.13  -0.236
N  1.73  0.92  1.54  1.080
O  0.83  1.08  2.36  -0.613
O  2.79  0.47  1.84  -0.627
O  -0.96  1.43  -1.59  -0.710
O  -0.95  -0.81  -2.44  -0.691
S  -0.99  0.01  -1.28  1.232
H  -2.02  -2.34  -0.17  0.391
H  -2.65  -1.71  1.42  0.294
H  -0.71  -0.17  1.73  0.230
H  0.07  -1.90  1.44  0.382
H  -3.29  -0.77  -1.04  0.351
H  -2.79  0.41  0.26  0.415
H  1.17  -1.20  -0.77  0.391
H  1.89  1.42  -1.82  0.414
H  3.14  0.50  -0.89  0.360
H  2.97  2.11  -0.84  0.522
H  0.45  1.80  0.09  0.595

Calculated values
**LUMO energy**: -0.61 eV
**E_tot**: -988.894106 Ha
**Energy relative to the best compared isomer or geometry (same formula, charge and spin)**: 7.125 eV



# 5
Density functional theory data (ωB97M-V/def2-TZVPD) for a single C13H14O molecule at a distorted geometry.

Last column: Mulliken charge in e.
Atoms and positions in Å:
C  0.22  -3.63  0.66  -0.408
C  0.61  -2.82  1.70  -0.738
C  -0.11  -3.06  -0.56  -0.885
C  0.66  -1.45  1.55  -0.527
C  -0.08  -1.69  -0.71  -0.122
C  0.30  -0.85  0.34  0.209
C  0.35  1.66  -2.37  -0.603
C  -0.81  1.80  -1.74  -0.440
C  1.37  0.93  -1.66  0.431
C  -1.03  1.17  -0.39  0.606
C  0.28  0.61  0.15  1.332
C  -1.74  2.15  0.55  -1.750
C  1.04  1.46  1.13  -2.269
O  2.48  0.56  -1.83  -0.511
H  0.19  -4.71  0.78  0.383
H  0.87  -3.26  2.65  0.388
H  -0.40  -3.69  -1.39  0.371
H  0.96  -0.83  2.38  0.342
H  -0.33  -1.25  -1.67  0.317
H  0.56  2.06  -3.35  0.464
H  -1.64  2.34  -2.17  0.450
H  -1.72  0.33  -0.56  0.340
H  -1.14  3.04  0.73  0.365
H  -1.93  1.66  1.51  0.371
H  -2.69  2.45  0.13  0.484
H  1.13  2.48  0.76  0.443
H  2.05  1.06  1.26  0.516
H  0.56  1.49  2.11  0.440

Calculated values
**LUMO energy**: 0.26 eV
**E_tot**: -578.945893 Ha
**Energy relative to the best compared isomer or geometry (same formula, charge and spin)**: 1.803 eV



Molar mass
In order: 849.630, 181.260, 227.001, 193.224, 186.254
Unit: g mol⁻¹